Entry 1:
{
  "formula": "C33H79BNO9",
  "method": "wB97M-V/def2-TZVPD",
  "lumo_energy_ev": -4.29,
  "de_lowest_kcal_mol": 71.5,
  "gap_ev": 6.99,
  "spin_multiplicity": 1,
  "homo_energy_ev": -11.277,
  "total_charge": 1,
  "symbols": ["C", "C", "C", "C", "C", "C", "C", "B", "C", "O", "C", "N", "H", "H", "H", "H", "H", "H", "H", "H", "H", "H", "H", "H", "H", "H", "H", "C", "C", "C", "O", "H", "H", "H", "H", "H", "H", "H", "H", "C", "C", "C", "O", "H", "H", "H", "H", "H", "H", "H", "H", "C", "C", "C", "O", "H", "H", "H", "H", "H", "H", "H", "H", "C", "C", "C", "O", "H", "H", "H", "H", "H", "H", "H", "H", "C", "C", "C", "O", "H", "H", "H", "H", "H", "H", "H", "H", "C", "C", "C", "O", "H", "H", "H", "H", "H", "H", "H", "H", "C", "C", "C", "O", "H", "H", "H", "H", "H", "H", "H", "H", "C", "C", "C", "O", "H", "H", "H", "H", "H", "H", "H", "H"],
  "xyz": [[2.739, 0.970, 1.318], [3.218, 2.357, 1.983], [2.348, 3.643, 1.573], [0.767, 3.436, 1.640], [-0.112, 4.195, 0.616], [-1.646, 3.941, 0.671], [-2.192, 2.943, 1.736], [-3.778, 2.537, 1.893], [-4.313, 1.409, 0.819], [-4.634, 3.122, 2.914], [-1.203, 2.256, 2.746], [0.228, 2.533, 2.647], [1.649, 0.943, 0.983], [2.834, 0.165, 2.147], [3.471, 0.648, 0.499], [3.193, 2.240, 3.118], [4.299, 2.557, 1.626], [2.594, 4.483, 2.334], [2.646, 3.973, 0.507], [0.416, 4.880, -0.122], [-2.345, 4.449, -0.080], [-3.755, 0.420, 1.057], [-3.976, 1.750, -0.235], [-5.450, 1.294, 0.899], [-5.160, 2.408, 3.347], [-1.633, 1.539, 3.518], [0.842, 2.039, 3.322], [3.477, -1.831, -3.250], [3.286, -1.932, -1.745], [3.087, -3.374, -1.308], [2.152, -1.156, -1.358], [2.596, -2.206, -3.781], [3.608, -0.788, -3.552], [4.349, -2.402, -3.577], [4.158, -1.510, -1.236], [2.192, -3.802, -1.771], [2.939, -3.430, -0.226], [3.947, -3.991, -1.576], [1.375, -1.521, -1.804], [-5.384, 0.922, -4.591], [-5.484, 0.879, -3.075], [-6.667, 1.694, -2.575], [-4.279, 1.392, -2.503], [-5.235, 1.947, -4.944], [-4.523, 0.342, -4.935], [-6.285, 0.520, -5.058], [-5.586, -0.158, -2.743], [-6.562, 2.747, -2.858], [-6.720, 1.664, -1.483], [-7.607, 1.315, -2.982], [-4.179, 2.309, -2.791], [6.396, -7.252, -1.179], [4.959, -7.387, -0.703], [4.539, -8.846, -0.616], [4.093, -6.697, -1.605], [6.518, -7.679, -2.180], [6.681, -6.198, -1.248], [7.086, -7.757, -0.498], [4.850, -6.914, 0.277], [4.597, -9.328, -1.598], [3.501, -8.928, -0.284], [5.174, -9.398, 0.081], [4.181, -7.108, -2.475], [-5.200, 3.657, -8.386], [-5.838, 2.292, -8.595], [-6.746, 2.287, -9.814], [-6.596, 1.942, -7.438], [-5.963, 4.424, -8.219], [-4.559, 3.649, -7.500], [-4.597, 3.947, -9.251], [-5.058, 1.535, -8.714], [-7.563, 3.007, -9.697], [-7.207, 1.304, -9.945], [-6.190, 2.536, -10.722], [-7.290, 2.605, -7.323], [0.525, 4.578, 5.372], [1.668, 4.903, 6.320], [1.388, 6.171, 7.110], [2.872, 5.066, 5.571], [0.381, 5.382, 4.642], [0.746, 3.671, 4.804], [-0.411, 4.430, 5.917], [1.824, 4.068, 7.008], [1.274, 7.031, 6.441], [2.223, 6.399, 7.778], [0.479, 6.072, 7.708], [2.745, 5.804, 4.959], [-4.286, 7.094, 4.842], [-2.912, 6.453, 4.723], [-2.332, 6.641, 3.330], [-3.012, 5.060, 5.010], [-4.991, 6.639, 4.139], [-4.695, 6.940, 5.844], [-4.239, 8.168, 4.644], [-2.237, 6.890, 5.465], [-2.970, 6.171, 2.575], [-1.349, 6.166, 3.256], [-2.226, 7.702, 3.086], [-3.608, 4.663, 4.359], [10.870, -7.796, 1.656], [9.520, -8.419, 1.974], [9.672, -9.658, 2.843], [8.862, -8.771, 0.757], [11.503, -8.498, 1.103], [10.746, -6.914, 1.022], [11.393, -7.500, 2.569], [8.888, -7.687, 2.485], [10.264, -10.423, 2.331], [8.696, -10.102, 3.053], [10.159, -9.417, 3.791], [9.413, -9.419, 0.297], [-3.471, -2.675, 0.509], [-4.339, -2.964, -0.705], [-3.532, -2.888, -1.992], [-5.407, -2.020, -0.760], [-3.048, -1.666, 0.456], [-4.066, -2.721, 1.426], [-2.650, -3.393, 0.588], [-4.786, -3.956, -0.610], [-3.111, -1.887, -2.132], [-4.170, -3.087, -2.857], [-2.713, -3.613, -1.988], [-5.021, -1.137, -0.845]],
  "lowdin_charge": [-0.12, -0.24, -0.14, -0.12, 0.06, 0.06, -0.02, -0.37, -0.02, 0.06, 0.09, 0.10, 0.07, 0.09, 0.08, 0.10, 0.13, 0.13, 0.13, 0.12, 0.13, 0.08, 0.07, 0.08, 0.12, 0.15, 0.15, -0.06, -0.50, -0.06, -0.08, 0.08, 0.08, 0.08, 0.13, 0.09, 0.08, 0.07, 0.09, -0.06, -0.49, -0.05, -0.09, 0.08, 0.09, 0.08, 0.12, 0.08, 0.07, 0.09, 0.09, -0.06, -0.50, -0.06, -0.07, 0.08, 0.08, 0.06, 0.14, 0.08, 0.08, 0.08, 0.09, -0.07, -0.50, -0.06, -0.07, 0.08, 0.07, 0.08, 0.14, 0.08, 0.08, 0.08, 0.09, -0.06, -0.49, -0.06, -0.06, 0.07, 0.05, 0.08, 0.14, 0.08, 0.09, 0.08, 0.08, -0.05, -0.49, -0.06, -0.07, 0.08, 0.08, 0.08, 0.14, 0.07, 0.05, 0.09, 0.05, -0.07, -0.50, -0.07, -0.07, 0.08, 0.08, 0.08, 0.14, 0.08, 0.08, 0.08, 0.09, -0.07, -0.49, -0.06, -0.06, 0.06, 0.08, 0.08, 0.14, 0.08, 0.08, 0.08, 0.06]
}

Entry 2:
{
  "formula": "C33H83LiN4O5",
  "method": "wB97M-V/def2-TZVPD",
  "s2": 0.75,
  "lumo_energy_ev": [-12.50, -15.58],
  "gap_ev": [6.09, 3.01],
  "spin_multiplicity": 2,
  "homo_energy_ev": [-18.594, -18.594],
  "total_charge": 5,
  "symbols": ["Li", "C", "O", "H", "H", "H", "C", "C", "N", "C", "C", "C", "C", "C", "O", "C", "H", "H", "H", "H", "H", "H", "H", "H", "H", "H", "H", "H", "H", "H", "H", "H", "H", "H", "H", "H", "C", "C", "N", "C", "C", "C", "C", "C", "O", "C", "H", "H", "H", "H", "H", "H", "H", "H", "H", "H", "H", "H", "H", "H", "H", "H", "H", "H", "H", "H", "C", "C", "N", "C", "C", "C", "C", "C", "O", "C", "H", "H", "H", "H", "H", "H", "H", "H", "H", "H", "H", "H", "H", "H", "H", "H", "H", "H", "H", "H", "C", "C", "N", "C", "C", "C", "C", "C", "O", "C", "H", "H", "H", "H", "H", "H", "H", "H", "H", "H", "H", "H", "H", "H", "H", "H", "H", "H", "H", "H"],
  "xyz": [[-1.001, -11.808, 4.245], [1.092, -14.312, 4.696], [0.364, -13.394, 3.993], [1.191, -15.336, 4.335], [2.147, -14.071, 4.826], [0.576, -14.524, 5.633], [4.388, -14.213, 2.605], [3.445, -13.448, 1.705], [4.051, -12.240, 0.965], [2.941, -11.658, 0.021], [4.447, -11.189, 2.033], [3.377, -10.433, 2.862], [5.325, -12.643, 0.216], [5.171, -13.823, -0.730], [4.180, -13.517, -1.699], [3.276, -14.537, -1.996], [4.707, -13.735, 3.531], [5.252, -14.484, 1.997], [3.902, -15.135, 2.923], [2.643, -12.974, 2.272], [2.936, -14.065, 0.965], [2.789, -10.579, -0.013], [1.994, -12.181, 0.155], [3.269, -11.770, -1.013], [5.100, -10.417, 1.627], [5.039, -11.773, 2.737], [2.882, -9.613, 2.341], [3.813, -9.899, 3.706], [2.531, -11.086, 3.074], [6.043, -12.836, 1.013], [5.697, -11.748, -0.282], [5.036, -14.747, -0.168], [6.117, -13.786, -1.270], [2.874, -15.083, -1.142], [3.808, -15.255, -2.619], [2.402, -14.142, -2.513], [4.749, -8.890, 10.455], [4.276, -8.645, 9.005], [4.753, -9.690, 7.926], [6.283, -9.506, 7.693], [4.461, -11.129, 8.447], [4.262, -12.194, 7.311], [4.035, -9.307, 6.579], [2.531, -9.503, 6.659], [1.987, -8.423, 5.950], [1.547, -7.168, 6.622], [5.774, -9.251, 10.541], [4.052, -9.572, 10.940], [4.655, -7.954, 11.007], [4.633, -7.704, 8.588], [3.190, -8.561, 9.013], [6.837, -9.699, 8.612], [6.569, -8.555, 7.244], [6.596, -10.155, 6.874], [3.574, -11.019, 9.070], [5.230, -11.444, 9.152], [4.252, -13.215, 7.692], [5.226, -12.381, 6.839], [3.523, -12.354, 6.525], [4.435, -9.883, 5.744], [4.322, -8.265, 6.439], [1.950, -9.313, 7.561], [2.125, -10.366, 6.131], [1.081, -6.430, 5.969], [2.455, -6.775, 7.080], [0.897, -7.260, 7.492], [3.323, -19.672, 4.234], [2.185, -20.680, 4.093], [1.179, -20.543, 2.861], [-0.028, -21.518, 2.981], [0.761, -19.077, 2.828], [-0.057, -18.567, 4.067], [1.962, -20.786, 1.520], [2.975, -21.907, 1.439], [2.540, -23.134, 2.035], [3.200, -24.327, 1.475], [2.885, -18.696, 4.443], [3.980, -19.725, 3.366], [4.018, -19.765, 5.068], [1.636, -20.864, 5.017], [2.659, -21.661, 4.072], [0.334, -22.541, 2.873], [-0.816, -21.215, 2.292], [-0.557, -21.355, 3.920], [0.154, -18.992, 1.926], [1.687, -18.501, 2.829], [-1.018, -19.036, 4.278], [-0.329, -17.582, 3.689], [0.555, -18.338, 4.940], [2.566, -19.933, 1.211], [1.083, -20.790, 0.876], [3.995, -21.772, 1.801], [3.079, -22.069, 0.366], [3.225, -24.645, 0.433], [2.839, -25.274, 1.874], [4.277, -24.435, 1.611], [-2.335, -15.819, 6.935], [-2.690, -15.162, 8.222], [-1.513, -14.783, 9.209], [-2.073, -13.771, 10.220], [-1.086, -16.035, 9.996], [-2.195, -16.981, 10.688], [-0.385, -14.065, 8.300], [0.697, -13.270, 9.110], [1.236, -14.215, 10.028], [2.059, -13.660, 11.091], [-1.916, -16.803, 7.141], [-1.640, -15.347, 6.241], [-3.287, -15.810, 6.404], [-3.560, -15.672, 8.638], [-3.254, -14.252, 8.016], [-2.940, -14.154, 10.758], [-2.400, -12.914, 9.633], [-1.286, -13.609, 10.958], [-0.363, -15.794, 10.775], [-0.542, -16.577, 9.222], [-1.690, -17.686, 11.348], [-2.634, -17.628, 9.929], [-2.978, -16.425, 11.204], [-0.893, -13.442, 7.564], [0.043, -14.980, 7.891], [0.358, -12.310, 9.498], [1.466, -13.072, 8.363], [2.808, -13.141, 10.492], [2.485, -14.356, 11.813], [1.557, -12.858, 11.633]],
  "lowdin_charge": [0.89, -0.15, -0.09, 0.12, 0.10, 0.07, -0.05, -0.17, -0.20, 0.06, -0.13, -0.04, -0.08, -0.16, -0.20, -0.09, 0.08, 0.08, 0.08, 0.09, 0.12, 0.11, 0.11, 0.10, 0.14, 0.11, 0.09, 0.07, 0.05, 0.13, 0.15, 0.13, 0.15, 0.07, 0.11, 0.11, -0.03, -0.14, -0.22, 0.04, -0.11, -0.07, -0.06, -0.23, -0.23, -0.01, 0.09, 0.08, 0.11, 0.13, 0.11, 0.11, 0.12, 0.10, 0.10, 0.14, 0.08, 0.08, 0.05, 0.11, 0.14, 0.12, 0.10, 0.11, 0.08, 0.09, -0.06, -0.13, -0.21, 0.06, -0.17, -0.05, -0.06, -0.20, -0.19, -0.06, 0.05, 0.09, 0.10, 0.13, 0.12, 0.11, 0.11, 0.10, 0.13, 0.10, 0.09, 0.06, 0.07, 0.13, 0.14, 0.14, 0.14, 0.09, 0.10, 0.09, -0.08, -0.17, -0.21, 0.04, -0.13, -0.01, -0.04, -0.19, -0.21, -0.02, 0.09, 0.05, 0.11, 0.14, 0.13, 0.11, 0.11, 0.11, 0.12, 0.11, 0.10, 0.07, 0.08, 0.12, 0.11, 0.13, 0.10, 0.07, 0.11, 0.10]
}

Entry 3:
{
  "formula": "C33H83N10O19",
  "method": "wB97M-V/def2-TZVPD",
  "lumo_energy_ev": -10.37,
  "de_lowest_kcal_mol": 0.0,
  "gap_ev": 0.85,
  "spin_multiplicity": 1,
  "homo_energy_ev": -11.221,
  "total_charge": 7,
  "symbols": ["C", "C", "O", "N", "H", "H", "C", "H", "H", "H", "H", "H", "H", "C", "C", "O", "N", "H", "H", "C", "H", "H", "H", "H", "H", "H", "C", "C", "O", "N", "H", "H", "C", "H", "H", "H", "H", "H", "H", "C", "C", "O", "N", "H", "H", "C", "H", "H", "H", "H", "H", "H", "C", "C", "O", "N", "H", "H", "C", "H", "H", "H", "H", "H", "H", "C", "C", "O", "N", "H", "H", "C", "H", "H", "H", "H", "H", "H", "C", "C", "O", "N", "H", "H", "C", "H", "H", "H", "H", "H", "H", "C", "C", "O", "N", "H", "H", "C", "H", "H", "H", "H", "H", "H", "C", "C", "O", "N", "H", "H", "C", "H", "H", "H", "H", "H", "H", "C", "C", "O", "N", "H", "H", "C", "H", "H", "H", "H", "H", "H", "O", "C", "O", "O", "H", "O", "C", "O", "O", "H", "O", "C", "O", "O", "H"],
  "xyz": [[4.598, 15.188, 18.786], [5.618, 15.450, 19.751], [6.326, 16.408, 19.977], [5.724, 14.272, 20.929], [4.911, 14.617, 21.596], [5.385, 13.409, 20.603], [7.001, 14.311, 21.865], [3.686, 15.355, 19.376], [4.570, 14.271, 18.270], [4.745, 16.055, 18.152], [7.876, 14.015, 21.285], [6.940, 13.583, 22.667], [7.067, 15.276, 22.307], [16.346, 20.724, 17.706], [16.966, 21.855, 16.801], [17.015, 21.964, 15.664], [17.912, 22.858, 17.540], [18.157, 23.493, 16.793], [17.583, 23.256, 18.443], [19.351, 22.186, 17.918], [15.254, 20.817, 17.883], [16.902, 20.687, 18.681], [16.632, 19.826, 17.153], [20.036, 23.040, 17.875], [19.486, 21.399, 17.233], [19.304, 21.766, 18.932], [17.909, 4.770, 7.756], [16.752, 5.233, 8.522], [15.697, 5.676, 8.261], [17.099, 5.271, 10.063], [17.434, 4.366, 10.513], [17.987, 5.783, 10.253], [16.070, 6.079, 10.921], [17.808, 5.159, 6.734], [17.970, 3.723, 7.808], [18.730, 5.330, 8.156], [15.095, 5.748, 10.558], [16.239, 7.126, 10.680], [16.333, 5.926, 11.890], [15.983, 21.301, 3.662], [17.147, 20.339, 4.113], [17.996, 19.990, 4.816], [26.623, 23.162, 3.622], [26.943, 22.154, 3.718], [25.889, 23.375, 3.014], [27.446, 24.111, 3.973], [15.365, 21.018, 4.434], [15.476, 21.144, 2.706], [16.165, 22.348, 3.983], [3.881, 15.718, 11.561], [28.342, 23.795, 4.598], [27.271, 25.172, 3.830], [25.920, 14.088, 11.455], [26.531, 14.323, 9.995], [27.514, 14.957, 9.667], [25.697, 13.738, 8.895], [17.037, 19.676, 11.088], [24.737, 13.819, 9.247], [25.640, 14.678, 7.764], [26.869, 14.315, 12.015], [25.543, 13.081, 11.733], [25.084, 14.813, 11.653], [25.309, 14.138, 6.968], [26.550, 15.122, 7.341], [24.869, 15.309, 7.767], [11.924, 6.443, 21.234], [10.547, 6.070, 20.832], [9.769, 6.910, 20.261], [10.299, 4.822, 21.177], [20.118, 11.122, 16.230], [10.948, 4.331, 21.770], [9.127, 4.092, 20.730], [11.939, 7.480, 21.632], [12.556, 6.353, 20.326], [12.386, 5.831, 22.049], [9.255, 3.376, 19.854], [8.432, 4.843, 20.323], [8.642, 3.420, 21.539], [4.283, 23.478, 8.924], [4.998, 22.096, 9.114], [5.356, 21.235, 8.406], [5.535, 21.933, 10.607], [5.642, 20.908, 10.688], [6.484, 22.308, 10.678], [4.533, 22.542, 11.528], [4.797, 24.269, 9.498], [3.276, 23.414, 9.353], [4.168, 23.577, 7.880], [3.513, 22.268, 11.244], [4.624, 23.632, 11.483], [4.725, 22.246, 12.578], [10.150, 10.195, 7.803], [11.139, 11.222, 8.026], [11.804, 11.603, 8.940], [11.480, 12.219, 6.642], [12.144, 12.816, 7.122], [11.901, 11.589, 5.957], [10.391, 13.086, 6.159], [10.665, 9.337, 7.368], [9.362, 10.638, 7.203], [9.704, 9.750, 8.713], [10.016, 13.640, 7.042], [9.620, 12.520, 5.641], [10.808, 13.788, 5.423], [24.656, 8.755, 20.023], [23.301, 8.261, 19.571], [22.885, 7.863, 18.505], [22.411, 8.169, 20.808], [23.047, 8.045, 21.604], [21.994, 9.059, 20.922], [21.337, 7.215, 20.639], [25.146, 8.104, 20.694], [24.646, 9.736, 20.462], [25.340, 8.958, 19.260], [20.639, 7.506, 21.375], [21.719, 6.280, 20.868], [21.002, 7.226, 19.606], [29.030, 5.778, 13.276], [28.444, 6.355, 12.082], [27.831, 7.328, 11.881], [28.869, 5.571, 10.769], [28.835, 6.329, 10.096], [29.694, 4.997, 10.638], [27.806, 4.555, 10.378], [29.893, 6.435, 13.499], [29.204, 4.658, 13.319], [28.433, 6.133, 14.120], [26.861, 4.984, 10.545], [28.003, 3.626, 10.912], [27.982, 4.338, 9.378], [16.340, 16.710, 10.921], [16.090, 18.038, 11.262], [15.104, 18.421, 11.875], [17.222, 18.726, 11.078], [17.278, 16.623, 10.699], [20.695, 16.934, 9.706], [20.460, 16.658, 11.063], [21.256, 15.932, 11.722], [19.424, 16.914, 11.707], [21.685, 16.715, 9.769], [21.368, 12.528, 17.437], [21.240, 11.256, 17.819], [20.350, 10.618, 16.997], [21.846, 10.706, 18.729], [22.073, 12.960, 17.955]],
  "lowdin_charge": [0.04, -0.33, 0.17, 0.09, 0.22, 0.13, 0.04, 0.14, 0.10, 0.12, 0.10, 0.10, 0.08, 0.05, -0.39, 0.23, 0.10, 0.15, 0.19, 0.09, 0.11, 0.09, 0.10, 0.11, 0.08, 0.10, 0.05, -0.37, 0.21, 0.07, 0.21, 0.17, 0.06, 0.13, 0.10, 0.10, 0.11, 0.11, 0.06, 0.02, -0.03, 0.23, 0.20, 0.20, 0.12, 0.20, 0.05, 0.11, 0.11, -0.48, 0.15, 0.13, -0.01, -0.44, 0.06, -0.01, 0.13, 0.10, -0.12, 0.08, 0.07, 0.09, 0.04, 0.10, 0.04, -0.03, -0.56, -0.02, 0.00, 0.11, 0.14, -0.07, 0.09, 0.09, 0.09, 0.09, 0.08, 0.11, 0.05, -0.32, 0.21, 0.08, 0.18, 0.18, -0.02, 0.11, 0.10, 0.09, 0.12, 0.10, 0.12, 0.03, -0.28, 0.19, 0.06, 0.15, 0.17, -0.02, 0.12, 0.10, 0.13, 0.12, 0.10, 0.11, 0.04, -0.34, 0.17, 0.08, 0.19, 0.16, 0.03, 0.10, 0.11, 0.08, 0.11, 0.10, 0.12, 0.03, -0.41, 0.22, 0.10, 0.17, 0.18, 0.04, 0.14, 0.14, 0.11, 0.09, 0.12, 0.09, 0.09, -0.59, 0.07, 0.12, 0.09, 0.00, -0.83, -0.11, -0.07, 0.11, 0.16, -0.58, 0.14, 0.08, 0.15]
}